#P
Here is the molecule C5H10 from the Open Molecules 2025 dataset. Energies are from ωB97M-V/def2-TZVPD.

Last column: natural (NBO) charge in e.
CARTESIAN COORDINATES (ANGSTROEM)
C -1.932 -0.466 -0.061  -0.610
C -0.580 -0.158 0.459  -0.225
C -0.031 1.174 0.014  -0.424
C 0.641 -0.054 -0.543  -0.235
C 1.920 -0.433 0.098  -0.592
H -2.052 0.027 -1.047  0.202
H -2.741 0.022 0.567  0.211
H -2.045 -1.536 -0.215  0.212
H -0.315 -0.375 1.546  0.213
H -0.738 1.666 -0.638  0.207
H 0.535 1.798 0.714  0.213
H 0.562 -0.354 -1.613  0.220
H 2.020 -1.494 0.000  0.208
H 1.918 -0.198 1.290  0.196
H 2.748 0.066 -0.403  0.206

2S+1 ... 1
LUMO energy ... 1.33 eV
HOMO ... -0.34810 Ha
Gap between HOMO and LUMO ... 10.80 eV

#Q
Here is the molecule C5H10 from the Open Molecules 2025 dataset. Energies are from ωB97M-V/def2-TZVPD.

Last column: natural (NBO) charge in e.
CARTESIAN COORDINATES (ANGSTROEM)
C -1.185 0.539 -0.117  -0.408
C 0.223 1.271 -0.295  -0.408
C 1.313 0.151 -0.179  -0.413
C 0.500 -1.152 0.049  -0.396
C -0.841 -0.752 0.639  -0.407
H -1.559 0.292 -1.119  0.197
H -1.997 1.105 0.376  0.212
H 0.274 1.774 -1.273  0.207
H 0.388 2.057 0.457  0.205
H 2.012 0.332 0.650  0.203
H 1.933 0.068 -1.086  0.206
H 0.950 -1.947 0.656  0.210
H 0.261 -1.585 -0.934  0.190
H -0.831 -0.580 1.726  0.195
H -1.443 -1.645 0.448  0.209

2S+1 ... 1
LUMO energy ... 1.25 eV
HOMO ... -0.40671 Ha
Gap between HOMO and LUMO ... 12.32 eV

#R
Here is the molecule C5H10 from the Open Molecules 2025 dataset. Energies are from ωB97M-V/def2-TZVPD.

Last column: natural (NBO) charge in e.
CARTESIAN COORDINATES (ANGSTROEM)
C -1.505 0.133 -1.450  -0.602
C -0.237 0.379 -0.578  -0.217
C 0.859 -0.631 -0.588  -0.429
C 0.144 -0.394 0.683  -0.228
C 0.876 0.321 1.802  -0.606
H -1.803 -0.910 -1.309  0.205
H -1.208 0.314 -2.464  0.209
H -2.283 0.845 -1.145  0.211
H 0.045 1.443 -0.398  0.204
H 0.590 -1.515 -1.153  0.211
H 1.919 -0.286 -0.711  0.211
H -0.510 -1.224 1.017  0.207
H 0.161 0.857 2.421  0.207
H 1.543 1.107 1.472  0.206
H 1.409 -0.440 2.401  0.212

2S+1 ... 1
LUMO energy ... 1.33 eV
HOMO ... -0.35656 Ha
Gap between HOMO and LUMO ... 11.03 eV

It comes down to #Q, which is 0.831 eV more stable than the next structure.

#P
Here is a cluster of 2 separate species, C3H9O2 in total from the Open Molecules 2025 dataset. Energies are from ωB97M-V/def2-TZVPD.

Last column: natural (NBO) charge in e.
CARTESIAN COORDINATES (ANGSTROEM)
C -0.030 -2.534 -1.220  -0.263
O 1.219 -1.681 -1.331  -0.836
H -0.512 -2.507 -2.221  0.147
H 0.437 -3.413 -0.980  0.153
H -0.787 -2.213 -0.375  0.208
C 0.317 1.045 0.586  0.014
O -0.356 0.060 0.025  -0.931
C -0.673 2.191 1.165  -0.659
H 0.991 0.773 1.464  0.057
H 1.031 1.564 -0.132  0.068
H 0.962 -0.732 -0.838  0.517
H -0.067 2.759 1.851  0.164
H -0.905 2.802 0.300  0.180
H -1.627 1.888 1.706  0.183

2S+1 ... 1
Net charge ... -1
LUMO energy ... 4.51 eV
HOMO ... -0.10876 Ha
Gap between HOMO and LUMO ... 7.47 eV

#Q
Here is a cluster of 2 separate species, C3H9O2 in total from the Open Molecules 2025 dataset. Energies are from ωB97M-V/def2-TZVPD.

Last column: natural (NBO) charge in e.
CARTESIAN COORDINATES (ANGSTROEM)
C -0.428 0.586 0.036  -0.047
O -1.261 -0.211 0.753  -0.933
C 0.850 -0.092 -0.352  -0.405
C 1.966 -0.231 0.718  -0.623
H -0.188 1.532 0.561  0.094
H -0.823 0.821 -0.963  0.118
H 1.280 0.342 -1.271  0.161
H 0.535 -1.144 -0.733  0.185
H 2.909 -0.802 0.326  0.175
H 1.570 -0.997 1.401  0.211
H 2.236 0.669 1.333  0.193
H -2.541 0.025 0.068  0.497
H -2.847 -0.613 -1.131  0.434
O -3.257 0.116 -0.748  -1.060

2S+1 ... 1
Net charge ... -1
LUMO energy ... 4.28 eV
HOMO ... -0.12001 Ha
Gap between HOMO and LUMO ... 7.54 eV

It comes down to #Q, which is 1.010 eV more stable than the next structure.

#P
Here is the ion C4H11N2S with charge -1 from the Open Molecules 2025 dataset. Energies are from ωB97M-V/def2-TZVPD.

Last column: natural (NBO) charge in e.
CARTESIAN COORDINATES (ANGSTROEM)
C 1.020 -0.218 -1.209  -0.630
C -0.189 0.521 -0.513  -0.043
C -1.267 0.889 -1.606  -0.530
S -0.760 2.228 -2.708  -0.698
N -0.729 -0.224 0.598  -0.696
C -0.171 -0.612 1.872  -0.028
N 1.310 -0.552 2.129  -0.839
H 1.623 -0.499 -0.302  0.168
H 1.553 0.487 -1.854  0.241
H 0.630 -1.153 -1.602  0.194
H 0.154 1.487 -0.073  0.156
H -1.189 -0.011 -2.262  0.171
H -2.280 0.874 -1.211  0.168
H -1.743 -0.398 0.648  0.367
H -0.582 -0.087 2.735  0.131
H -0.618 -1.603 2.038  0.154
H 1.634 -1.410 1.688  0.351
H 1.605 0.280 1.634  0.364

2S+1 ... 1
Net charge ... -1
LUMO energy ... 3.68 eV
HOMO ... -0.08440 Ha
Gap between HOMO and LUMO ... 5.98 eV

#Q
Here is a cluster of 2 separate species, C4H11N2S in total from the Open Molecules 2025 dataset. Energies are from ωB97M-V/def2-TZVPD.

Last column: natural (NBO) charge in e.
CARTESIAN COORDINATES (ANGSTROEM)
N 3.161 -0.149 -1.450  -0.800
C 2.511 -0.306 -0.317  0.131
C -2.964 0.116 -0.813  -0.731
S -2.726 -1.304 0.339  -0.665
C 1.059 -0.515 -0.358  -0.241
N 0.260 -0.704 0.856  -0.697
C -0.026 0.590 1.446  -0.435
H 4.102 -0.521 -1.345  0.336
H -3.805 0.752 -0.489  0.175
H 2.878 -0.138 0.727  0.158
H -3.185 -0.232 -1.819  0.180
H -2.104 0.806 -0.810  0.172
H 0.566 -0.899 -1.237  0.234
H 1.339 0.629 -0.333  0.229
H -0.698 -1.115 0.651  0.423
H 0.673 1.061 2.165  0.155
H -0.952 0.470 2.017  0.225
H -0.090 1.458 0.771  0.152

2S+1 ... 1
Net charge ... -1
LUMO energy ... 3.67 eV
HOMO ... -0.10542 Ha
Gap between HOMO and LUMO ... 6.54 eV

#R
Here is a cluster of 2 separate species, C4H11N2S in total from the Open Molecules 2025 dataset. Energies are from ωB97M-V/def2-TZVPD.

Last column: natural (NBO) charge in e.
CARTESIAN COORDINATES (ANGSTROEM)
C -1.286 0.183 -0.865  -0.439
N -0.041 0.813 -1.217  -0.266
C 0.931 -0.198 -0.945  -0.319
C 1.712 -0.198 0.427  -0.539
S 3.351 -0.927 0.206  -0.660
C -3.180 0.247 1.421  -0.449
N -4.136 1.048 0.530  -0.851
H -1.382 -0.947 -0.968  0.209
H -2.096 0.632 -1.351  0.189
H -1.023 0.742 0.057  0.342
H 0.529 -1.290 -1.101  0.157
H 1.738 -0.233 -1.839  0.248
H 1.811 0.862 0.722  0.182
H 1.163 -0.725 1.195  0.195
H -3.557 -0.832 1.433  0.157
H -3.355 0.705 2.365  0.147
H -3.336 0.796 -0.065  0.376
H -3.923 1.891 0.847  0.321

2S+1 ... 1
Net charge ... -1
LUMO energy ... 1.16 eV
HOMO ... -0.10202 Ha
Gap between HOMO and LUMO ... 3.94 eV

It comes down to #P, which is 1.690 eV more stable than the next structure.

#P
Here is a cluster of 2 separate species, ClHNO in total from the Open Molecules 2025 dataset. Energies are from ωB97M-V/def2-TZVPD.

Last column: natural (NBO) charge in e.
CARTESIAN COORDINATES (ANGSTROEM)
N 1.287 -0.588 -1.637  -0.653
O -0.738 -0.543 0.283  -0.807
Cl 2.617 -1.218 -0.973  0.045
H -0.020 -0.786 -0.176  0.415

2S+1 ... 1
Net charge ... -1
LUMO energy (alpha / beta) ... 4.26 / 3.28 eV
HOMO (alpha / beta) ... -0.10929 / -0.07624 Ha
Gap between HOMO and LUMO (alpha / beta) ... 7.24 / 5.35 eV

#Q
Here is a structure of composition ClHNO from the Open Molecules 2025 dataset. Energies are from ωB97M-V/def2-TZVPD.

Last column: natural (NBO) charge in e.
CARTESIAN COORDINATES (ANGSTROEM)
N 0.254 -0.676 0.471  -0.058
O 0.106 -1.698 -0.143  -0.426
Cl 2.385 -0.001 -0.026  -0.741
H 0.110 0.313 -0.129  0.225

2S+1 ... 1
Net charge ... -1
LUMO energy ... 4.99 eV
HOMO ... -0.11969 Ha
Gap between HOMO and LUMO ... 8.25 eV

It comes down to #Q, which is 3.627 eV more stable than the next structure.

#P
Here is a cluster of 4 separate species, C16H44N4O4 in total from the Open Molecules 2025 dataset. Energies are from ωB97M-V/def2-TZVPD.

Last column: natural (NBO) charge in e.
CARTESIAN COORDINATES (ANGSTROEM)
C -3.535 3.337 4.982  -0.244
O -2.764 2.981 3.903  -0.543
C -1.975 4.025 3.326  -0.078
C -0.673 4.243 4.147  -0.086
C 0.143 5.467 3.782  -0.612
N 0.100 2.991 4.176  -0.816
H -2.935 3.743 5.796  0.158
H -4.049 2.467 5.391  0.191
H -4.302 4.022 4.622  0.164
H -1.749 3.682 2.316  0.184
H -2.514 4.964 3.194  0.170
H -1.006 4.543 5.140  0.177
H 0.523 5.416 2.762  0.201
H 0.929 5.764 4.476  0.222
H -0.479 6.358 3.708  0.202
H -0.161 2.483 3.344  0.353
H -0.407 2.499 4.898  0.357
C 2.187 -3.002 2.209  -0.250
O 3.049 -3.173 1.018  -0.565
C 2.457 -3.785 -0.154  -0.056
C 2.938 -2.997 -1.472  -0.055
C 2.761 -1.478 -1.455  -0.630
N 2.508 -3.586 -2.723  -0.849
H 2.001 -4.011 2.577  0.168
H 1.193 -2.584 2.053  0.182
H 2.697 -2.393 2.956  0.195
H 2.782 -4.822 -0.237  0.168
H 1.370 -3.779 -0.083  0.172
H 4.003 -3.165 -1.636  0.160
H 3.018 -0.965 -2.382  0.222
H 3.421 -1.017 -0.720  0.225
H 1.730 -1.223 -1.211  0.202
H 2.852 -4.527 -2.850  0.354
H 2.930 -3.021 -3.447  0.361
C -2.103 -3.316 -2.988  -0.260
O -1.621 -1.911 -2.964  -0.568
C -0.548 -1.747 -3.873  -0.094
C -0.137 -0.298 -3.975  -0.076
C -1.178 0.554 -4.678  -0.629
N 1.065 -0.214 -4.652  -0.810
H -2.831 -3.430 -3.791  0.179
H -2.709 -3.586 -2.124  0.195
H -1.243 -3.980 -3.072  0.186
H 0.213 -2.482 -3.612  0.206
H -0.790 -2.269 -4.799  0.158
H 0.139 0.053 -2.980  0.186
H -1.273 0.175 -5.696  0.198
H -0.976 1.625 -4.656  0.214
H -2.162 0.408 -4.232  0.224
H 1.138 0.645 -5.177  0.359
H 0.914 -0.968 -5.306  0.340
C 1.812 0.757 1.727  -0.244
O 0.500 0.368 1.439  -0.563
C -0.159 0.882 0.265  -0.057
C -1.400 0.116 0.070  -0.066
C -1.144 -1.412 0.182  -0.625
N -1.923 0.349 -1.266  -0.839
H 2.449 0.852 0.848  0.165
H 2.301 0.099 2.445  0.188
H 1.878 1.736 2.203  0.169
H -0.334 1.952 0.375  0.171
H 0.469 0.863 -0.625  0.164
H -2.083 0.419 0.864  0.189
H -2.001 -2.043 -0.054  0.202
H -0.849 -1.679 1.197  0.210
H -0.251 -1.675 -0.385  0.201
H -2.813 -0.120 -1.177  0.350
H -1.393 -0.182 -1.942  0.376

2S+1 ... 1
LUMO energy ... 0.88 eV
HOMO ... -0.32269 Ha
Gap between HOMO and LUMO ... 9.66 eV

#Q
Here is a cluster of 4 separate species, C16H44N4O4 in total from the Open Molecules 2025 dataset. Energies are from ωB97M-V/def2-TZVPD.

Last column: natural (NBO) charge in e.
CARTESIAN COORDINATES (ANGSTROEM)
C -1.483 10.858 21.658  -0.251
O -0.966 10.725 20.343  -0.565
C -1.692 9.814 19.554  -0.064
C -1.612 10.224 18.092  -0.069
C -2.224 11.603 17.868  -0.628
N -2.170 9.148 17.263  -0.838
H -1.105 11.782 22.090  0.198
H -1.171 10.007 22.271  0.177
H -2.574 10.929 21.643  0.172
H -1.323 8.782 19.636  0.182
H -2.756 9.775 19.833  0.162
H -0.564 10.220 17.784  0.189
H -2.205 11.886 16.816  0.209
H -1.602 12.324 18.403  0.223
H -3.247 11.631 18.244  0.200
H -3.181 9.067 17.339  0.350
H -2.005 9.360 16.285  0.358
C 1.333 8.302 17.002  -0.251
O 2.707 8.010 16.980  -0.555
C 3.052 6.992 17.910  -0.071
C 4.573 6.888 18.002  -0.074
C 4.947 5.852 19.032  -0.616
N 5.211 8.160 18.309  -0.842
H 0.696 7.422 16.854  0.177
H 1.159 8.958 16.147  0.189
H 1.061 8.786 17.944  0.166
H 2.642 7.284 18.892  0.156
H 2.578 6.045 17.622  0.171
H 4.921 6.576 17.014  0.192
H 6.026 5.738 19.122  0.227
H 4.624 4.861 18.683  0.211
H 4.457 6.015 19.992  0.204
H 5.028 8.516 19.238  0.353
H 4.936 8.859 17.632  0.373
C 8.181 9.148 19.835  -0.257
O 8.123 9.737 21.129  -0.542
C 7.180 10.766 21.185  -0.059
C 6.977 11.197 22.612  -0.065
C 6.792 10.040 23.597  -0.619
N 5.867 12.164 22.639  -0.840
H 8.481 9.889 19.085  0.163
H 7.229 8.699 19.542  0.190
H 8.947 8.376 19.889  0.188
H 7.575 11.616 20.610  0.175
H 6.198 10.515 20.756  0.146
H 7.830 11.763 22.999  0.184
H 6.014 9.322 23.330  0.199
H 6.532 10.456 24.574  0.200
H 7.740 9.515 23.734  0.219
H 5.025 11.787 22.231  0.349
H 5.685 12.510 23.570  0.362
C 2.878 12.212 17.591  -0.248
O 2.959 12.041 18.980  -0.555
C 2.401 10.797 19.405  -0.082
C 2.621 10.642 20.899  -0.073
C 2.140 9.239 21.296  -0.617
N 1.821 11.629 21.651  -0.833
H 1.950 12.746 17.326  0.162
H 2.854 11.257 17.057  0.169
H 3.714 12.813 17.236  0.191
H 1.325 10.860 19.200  0.172
H 2.843 9.962 18.852  0.173
H 3.668 10.751 21.179  0.182
H 1.082 9.151 21.033  0.207
H 2.194 9.116 22.379  0.224
H 2.742 8.458 20.833  0.199
H 2.192 12.538 21.384  0.362
H 0.900 11.590 21.221  0.356

2S+1 ... 1
LUMO energy ... 0.71 eV
HOMO ... -0.32725 Ha
Gap between HOMO and LUMO ... 9.62 eV

It comes down to #Q, which is 2.525 eV more stable than the next structure.